(1)
Molecular formula: C3H10S2
Method: DFT, ωB97M-V with the def2-TZVPD basis set

XYZ file:
```
15
Properties=species:S:1:pos:R:3:mulliken_charge:R:1
C 2.6810 -2.3899 -2.0552 -0.739
S 1.6298 -3.7660 -2.6937 -0.176
H 2.7622 -1.6287 -2.8400 0.255
H 2.1945 -1.7863 -1.2970 0.265
H 3.6667 -2.8056 -1.8889 0.285
H 1.3282 -4.2189 -1.4832 0.110
C -0.8543 3.1664 0.7355 -0.823
S -1.1110 2.4153 2.3150 0.432
C -2.8864 2.0292 2.2292 -0.770
H -1.1107 4.2167 0.5975 0.376
H -1.2986 2.4905 -0.0004 0.355
H 0.1675 3.0929 0.3214 0.361
H -3.2185 2.3084 3.2293 0.353
H -3.4461 2.5629 1.4636 0.350
H -3.0316 0.9693 2.0180 0.365
```

Properties
- Expectation value of S²: 0.753
- Spin multiplicity: 2
- Total charge: +1
- Frontier orbital gap (alpha / beta): 7.150 / 2.087 eV
- Lowest unoccupied orbital energy (alpha / beta): -3.746 / -8.809 eV
- E_HOMO (alpha / beta): -10.895 / -10.895 eV

---

(2)
Molecular formula: C3H10S3
Method: DFT, ωB97M-V with the def2-TZVPD basis set

XYZ file:
```
16
Properties=species:S:1:pos:R:3:mulliken_charge:R:1
C -0.9321 -3.1044 -1.1167 -0.892
S -0.1389 -1.5033 -0.9436 0.013
S 1.8377 -1.9675 -1.3930 -0.207
H -0.4283 -3.8979 -0.5784 0.305
H -0.9466 -3.3673 -2.1856 0.338
H -2.0155 -3.0606 -1.0385 0.312
H 2.0309 -3.0035 -0.5611 0.136
C 0.0756 2.6442 0.1160 -0.299
S -0.6112 3.1917 1.6883 -0.125
C -1.3731 1.6781 2.4014 -0.718
H -0.1316 1.6055 0.0281 -0.221
H 1.1421 2.8247 0.0869 0.289
H -0.3617 3.0752 -0.7848 0.292
H -0.5463 1.1955 2.9067 0.259
H -2.2561 1.9745 2.9473 0.316
H -1.6917 1.0646 1.5679 0.202
```

Properties
- Total charge: 0
- Frontier orbital gap: 8.688 eV
- Lowest unoccupied orbital energy: 0.402 eV
- E_HOMO: -8.286 eV
- SMILES string: CSC.CSS

---

(3)
Molecular formula: C3H10S3
Method: DFT, ωB97M-V with the def2-TZVPD basis set

XYZ file:
```
16
Properties=species:S:1:pos:R:3:mulliken_charge:R:1
C 1.2168 2.9171 -0.3348 -0.777
S 1.3671 1.6421 0.9218 -0.032
S 2.0514 0.1840 -0.4309 -0.221
H 1.8465 2.6383 -1.1732 0.269
H 0.2179 3.0208 -0.7299 0.290
H 1.5294 3.8665 0.0938 0.288
H 2.2924 -0.7873 0.4630 0.144
C -1.0837 -1.0821 1.5043 -0.714
S -2.0319 -0.7451 -0.0097 -0.080
C -1.3113 -1.8516 -1.2388 -0.734
H -0.4871 -0.2686 1.9202 0.206
H -1.8510 -1.4776 2.1201 0.337
H -0.2644 -1.7734 1.2947 0.214
H -2.0887 -2.0726 -1.9654 0.306
H -0.9852 -2.7808 -0.7608 0.276
H -0.4184 -1.4296 -1.6744 0.228
```

Properties
- Total charge: 0
- Frontier orbital gap: 8.556 eV
- Lowest unoccupied orbital energy: 0.304 eV
- E_HOMO: -8.253 eV
- SMILES string: CSC.CSS

---

What energy relative to the best compared isomer or geometry (same formula, charge and spin) values result from the calculations? In sequence: 21.6; 16.3; 16.8 kcal per mole.